Entry A
A cluster of 2 separate species, C4H13NOS in total. Source: the Open Molecules 2025 dataset; level of theory: ωB97M-V with the def2-TZVPD basis set.

Summary:
* HOMO: -0.31816 Eh
* structure (SMILES): C[C@H](N)CCS.O
* lowest unoccupied orbital energy: 0.8 eV
* gap between HOMO and LUMO: 9.408 eV

Last column: Löwdin charge in e.
Element x y z (Å)
C -2.0963 -0.8091 -0.9530  -0.077
C -0.7633 -0.2195 -0.4937  -0.447
C -0.7895 -0.0615 1.0571  -0.248
C 0.5816 0.0682 1.6993  -0.511
S 1.2801 1.7676 1.4248  0.727
N 0.3575 -1.0325 -0.9631  0.036
H -2.3015 -1.7548 -0.4252  0.078
H -2.9201 -0.1379 -0.7320  0.075
H -2.0597 -1.0545 -2.0053  0.071
H -0.6435 0.7252 -0.9750  0.121
H -1.3240 -0.9326 1.4372  0.106
H -1.3467 0.8519 1.2735  0.100
H 1.3124 -0.6159 1.2829  0.052
H 0.4971 -0.0784 2.7692  0.064
H 1.8062 1.8835 2.6477  -0.149
H 1.0283 -0.6096 -1.5618  0.035
H 0.2788 -2.0353 -1.0246  0.078
H 3.0811 1.2117 -1.7837  0.039
H 1.8876 1.4845 -0.8740  -0.069
O 2.1338 1.3491 -1.8005  -0.081

Entry B
A cluster of 2 separate species, C4H13NOS in total. Source: the Open Molecules 2025 dataset; level of theory: ωB97M-V with the def2-TZVPD basis set.

Summary:
* HOMO: -0.31195 Eh
* structure (SMILES): CSCCCN.O
* lowest unoccupied orbital energy: 0.8 eV
* gap between HOMO and LUMO: 9.261 eV

Last column: Löwdin charge in e.
Element x y z (Å)
C -0.5362 -1.8292 -1.2858  -0.262
C 0.4587 -0.7291 -0.7996  -0.360
C -0.1190 0.3336 0.0583  -0.563
S 0.6382 1.8893 -0.4269  0.799
C -0.6025 3.1516 -0.0009  -0.425
N -1.3526 -2.3554 -0.1497  -0.031
H 0.0093 -2.7156 -1.8063  0.128
H -1.1027 -1.1526 -1.9549  0.113
H 1.0070 -0.5999 -1.7399  0.108
H 1.2039 -1.0878 -0.1375  0.063
H -0.1391 0.0092 1.1080  0.074
H -1.2458 0.2449 -0.1808  0.104
H -1.6440 2.6617 -0.2349  0.071
H -0.4411 3.4743 1.0523  0.029
H -0.3742 4.0506 -0.5991  0.022
H -0.8155 -2.8707 0.6296  0.101
H -2.2208 -2.8149 -0.4242  0.058
H 0.9281 -1.6182 1.5858  0.000
H 1.8174 -1.8012 2.4836  0.020
O 0.8836 -1.8851 2.5331  -0.048

The structure with the greatest stability is entry A.

Entry A
A cluster of 2 separate species, C4H13NOS in total. Source: the Open Molecules 2025 dataset; level of theory: ωB97M-V with the def2-TZVPD basis set.

Summary:
* HOMO: -0.29622 Eh
* structure (SMILES): CSCCCN.O
* lowest unoccupied orbital energy: 0.9 eV
* gap between HOMO and LUMO: 8.917 eV

Last column: Löwdin charge in e.
Element x y z (Å)
C -0.7468 1.6258 -1.8617  -0.323
C -0.5103 1.6671 -0.3729  -0.283
C -0.5338 0.2486 0.2848  -0.666
S -0.3439 0.2959 1.9366  0.805
C 1.4894 0.0139 1.9963  -0.363
N 0.0827 0.6808 -2.5755  -0.007
H -0.4864 2.5789 -2.2763  0.090
H -1.8028 1.5038 -2.1387  0.114
H -1.2482 2.3535 0.0988  0.111
H 0.4290 2.1249 -0.0529  0.095
H 0.2121 -0.3284 -0.2900  0.065
H -1.5945 -0.1126 -0.1239  0.133
H 1.7235 -0.3374 2.9999  0.018
H 1.7435 -0.5981 1.1203  0.029
H 2.0317 1.0288 1.8274  0.060
H 1.0158 0.6752 -2.1449  0.082
H 0.1128 0.8124 -3.5415  0.041
H 0.5105 -4.4243 -0.0242  0.055
H 0.3450 -4.4963 -1.6254  -0.002
O 0.4676 -3.9514 -0.8830  -0.053

Entry B
A cluster of 2 separate species, C4H13NOS in total. Source: the Open Molecules 2025 dataset; level of theory: ωB97M-V with the def2-TZVPD basis set.

Summary:
* HOMO: -0.33113 Eh
* structure (SMILES): NCCCCS.O
* lowest unoccupied orbital energy: 0.7 eV
* gap between HOMO and LUMO: 9.738 eV

Last column: Löwdin charge in e.
Element x y z (Å)
C -0.3515 -0.2590 1.5261  -0.247
C 0.9621 -0.6292 0.8010  -0.314
C 1.6880 0.5871 0.0573  -0.522
S 2.3894 1.5770 1.4792  0.647
C -1.4971 0.0164 0.5875  -0.296
N -1.4071 -0.2637 -0.8617  -0.046
H -0.1734 0.6967 2.1571  0.111
H -0.6973 -1.0338 2.1956  0.093
H 0.7840 -1.4332 0.0057  0.115
H 1.7823 -1.0667 1.4131  0.085
H 0.9328 1.1731 -0.6926  0.116
H 2.3891 0.1380 -0.6053  0.038
H 2.1992 0.5992 2.4356  -0.124
H -1.8856 1.0962 0.7131  0.126
H -2.4247 -0.4428 1.1325  0.121
H -2.1044 0.2126 -1.4991  0.109
H -1.4551 -1.2344 -1.1792  0.085
H -0.3647 -0.0506 -2.4131  -0.016
H -0.6148 0.5164 -3.8703  0.041
O -0.1512 -0.1994 -3.3825  -0.121

The structure with the greatest stability is entry A.

Entry A
A cluster of 2 separate species, C4H10O in total. Source: the Open Molecules 2025 dataset; level of theory: ωB97M-V with the def2-TZVPD basis set.

Summary:
* HOMO (alpha / beta): -0.54865 / -0.54860 Eh
* ⟨S²⟩: 0.752
* lowest unoccupied orbital energy (alpha / beta): -5.1 / -8.7 eV
* gap between HOMO and LUMO (alpha / beta): 9.877 / 6.258 eV
* multiplicity: 2
* net charge: +1

Last column: Löwdin spin population.
Element x y z (Å)
C 0.8611 -0.8905 0.3854  0.055
C 0.2613 0.3365 0.8787  0.273
C 0.3579 0.6700 2.2428  0.508
C -0.4904 1.2048 -0.0318  0.050
H 0.1033 -1.6343 0.0769  0.025
H 1.4458 -1.4296 1.1267  0.000
H 1.4792 -0.7913 -0.5161  0.013
H 0.0276 1.5976 2.6961  0.020
H 0.7858 -0.0211 2.9497  0.021
H -1.1549 1.8907 0.4914  0.003
H -0.9794 0.6297 -0.7947  0.005
H 0.2381 1.8365 -0.5704  0.026
H -0.4265 -1.3577 -3.4865  0.000
H -1.3461 -0.5729 -2.5761  0.000
O -1.1628 -1.4682 -2.8722  0.001

Entry B
A cluster of 2 separate species, C4H10O in total. Source: the Open Molecules 2025 dataset; level of theory: ωB97M-V with the def2-TZVPD basis set.

Summary:
* HOMO (alpha / beta): -0.55648 / -0.55671 Eh
* ⟨S²⟩: 0.755
* lowest unoccupied orbital energy (alpha / beta): -5.0 / -8.6 eV
* gap between HOMO and LUMO (alpha / beta): 10.164 / 6.514 eV
* multiplicity: 2
* net charge: +1

Last column: Löwdin spin population.
Element x y z (Å)
C -1.5667 1.1599 0.2503  0.000
C -0.6298 1.0760 1.4543  0.010
H -1.7373 0.2090 -0.2509  0.000
H -1.1655 1.8826 -0.4629  0.000
H -2.5262 1.5535 0.5637  0.000
H 0.4182 0.9619 1.1578  0.006
H -0.6516 2.0495 1.9473  0.001
H -0.9406 0.3151 2.1666  0.000
C 1.8517 -0.4632 -0.9269  0.497
C 1.2304 -1.7033 -0.7969  0.228
O 0.1163 -1.8530 -1.4049  0.216
H 2.7941 -0.1734 -0.4887  0.019
H 1.3646 0.2921 -1.5354  0.017
H 1.6398 -2.5327 -0.2328  0.005
H -0.1974 -2.7742 -1.4406  0.000

The structure with the greatest stability is entry A.

Entry A
A cluster of 2 separate species, C3H10NO in total. Source: the Open Molecules 2025 dataset; level of theory: ωB97M-V with the def2-TZVPD basis set.

Summary:
* HOMO: -0.50874 Eh
* lowest unoccupied orbital energy: -8.0 eV
* gap between HOMO and LUMO: 5.891 eV
* net charge: +1

Last column: Löwdin charge in e.
Element x y z (Å)
C 0.6038 0.8484 -0.6280  -0.099
O 0.1457 2.3587 -0.2332  -0.078
C -0.4499 -0.1369 -0.8830  0.089
C 0.0299 -1.4585 -1.1349  -0.024
N -0.3958 -0.1884 2.3382  0.098
H 1.3116 1.0429 -1.4575  0.183
H 1.3785 0.7573 0.1691  0.163
H -0.7806 2.3535 0.0752  0.081
H -1.3952 0.3084 -1.1685  0.158
H -0.0893 -1.8136 -2.1850  0.154
H -0.3713 -2.3040 -0.5216  0.153
H 1.1172 -1.4606 -0.9796  0.113
H 0.2186 0.4304 1.8244  -0.013
H -0.6101 -0.6930 1.5112  -0.030
H -0.7131 -0.0445 3.2731  0.050

Entry B
A cluster of 2 separate species, C3H10NO in total. Source: the Open Molecules 2025 dataset; level of theory: ωB97M-V with the def2-TZVPD basis set.

Summary:
* HOMO: -0.44782 Eh
* lowest unoccupied orbital energy: -4.0 eV
* gap between HOMO and LUMO: 8.169 eV
* net charge: +1

Last column: Löwdin charge in e.
Element x y z (Å)
C -0.3548 0.8167 -1.2278  -0.008
N -0.8476 1.8768 -2.1783  0.160
H -0.6781 -0.1403 -1.6170  0.112
H -0.5870 0.9937 -0.1993  0.075
H 0.7356 0.8627 -1.2608  0.108
H -1.8531 1.8397 -2.3435  0.173
H -0.7135 2.8084 -1.7948  0.170
H -0.3454 1.7789 -3.0611  0.173
C 1.1122 -2.1772 2.3278  0.029
C 0.8514 -1.1278 1.5750  -0.268
O -0.3806 -0.5072 1.5205  -0.048
H 2.0802 -2.6019 2.3812  0.053
H 0.3631 -2.6108 2.9623  0.065
H 1.5414 -0.6957 0.8679  0.101
H -0.9238 -1.1160 2.0479  0.106

The structure with the greatest stability is entry B.